{"formula": "C3H6FO2S", "method": "the ωB97M-V functional and the def2-TZVPD basis", "e_tot_ha": -766.35001, "max_force_ev_per_a": 4.63, "e_lumo_ev": 3.97, "homo_lumo_gap_ev": 7.7858, "charge": -1, "e_homo_ev": -3.8, "relative_energy_ev": 3.124, "symbols": ["H", "S", "C", "C", "O", "H", "F", "C", "O", "H", "H", "H", "H"], "coordinates": [[0.20, 2.26, 0.87], [-1.06, -1.99, -1.01], [-0.57, -0.17, -0.74], [0.21, 0.04, 0.46], [0.03, -2.58, -0.21], [-0.62, -0.19, 1.30], [-1.62, 0.68, -0.88], [0.92, 1.34, 0.66], [-2.29, -1.93, -0.18], [0.89, -0.68, 0.51], [1.46, 1.65, -0.26], [0.79, 0.29, -2.04], [1.68, 1.29, 1.51]], "nbo_charge": [0.1883, 1.4835, 0.2666, -0.5703, -1.0572, 0.2295, -0.3840, -0.5952, -1.0484, 0.2560, 0.2195, -0.1842, 0.1960]}


{"formula": "C5H6Cl4N2O4P", "method": "the ωB97M-V functional and the def2-TZVPD basis", "e_tot_ha": -2786.35718, "max_force_ev_per_a": 7.98, "e_lumo_ev": -6.28, "homo_lumo_gap_ev": 6.6268, "charge": 1, "e_homo_ev": -12.9, "symbols": ["H", "C", "N", "H", "O", "H", "C", "P", "N", "C", "Cl", "Cl", "H", "C", "O", "O", "Cl", "Cl", "H", "C", "O", "H"], "coordinates": [[-1.20, -3.21, -2.78], [-0.72, -1.10, -1.76], [1.23, -1.01, -0.18], [3.43, -2.84, -0.23], [-1.65, 1.67, -0.20], [-1.58, -0.56, -2.27], [0.67, -3.34, -1.34], [-0.05, 1.28, -0.59], [0.21, -0.50, -0.85], [-0.54, -2.63, -2.06], [-2.09, 3.61, 4.65], [0.80, 3.35, 4.58], [0.93, -4.44, -1.50], [1.50, -2.38, -0.38], [0.90, 1.77, 0.51], [2.60, -2.96, 0.29], [-0.67, 3.83, 2.12], [-0.87, 1.26, 3.47], [-0.35, 2.06, -2.60], [-0.71, 3.01, 3.70], [0.46, 2.09, -2.03], [-2.30, 1.03, -0.57]], "nbo_charge": [0.2854, 0.0295, -0.1201, 0.5255, -0.8908, 0.2698, -0.1315, 2.2954, -0.3824, -0.1689, 0.0639, 0.0684, 0.2943, 0.5005, -0.9692, -0.6609, 0.0536, 0.0293, 0.4916, -0.2128, -0.8764, 0.5057]}


{"formula": "C4H5Cl2NS", "method": "the ωB97M-V functional and the def2-TZVPD basis", "smiles": "C=C(Cl)/C(Cl)=N\\SC", "e_tot_ha": -1528.65738, "max_force_ev_per_a": 4.42, "e_lumo_ev": 0.19, "homo_lumo_gap_ev": 8.7275, "e_homo_ev": -8.5, "relative_energy_ev": 1.887, "symbols": ["C", "H", "H", "C", "Cl", "H", "C", "N", "H", "C", "H", "S", "Cl"], "coordinates": [[0.01, 1.12, -1.59], [1.00, -0.36, 0.68], [-0.26, 0.29, -2.27], [-0.41, 1.22, -0.30], [0.23, 2.37, 0.72], [1.69, -1.69, 1.63], [-1.47, 0.33, 0.37], [-1.41, -0.87, 0.74], [1.95, -1.77, -0.24], [1.28, -1.46, 0.58], [0.81, 1.75, -1.83], [-0.50, -2.10, 0.64], [-2.92, 1.17, 0.87]], "nbo_charge": [-0.3674, 0.2314, 0.2260, -0.1441, 0.0652, 0.2323, 0.2024, -0.6278, 0.2364, -0.7944, 0.2114, 0.5411, -0.0124]}


{"formula": "C3H3FO2", "method": "the ωB97M-V functional and the def2-TZVPD basis", "e_tot_ha": -366.32165, "max_force_ev_per_a": 3.59, "e_lumo_ev": 0.71, "homo_lumo_gap_ev": 10.6267, "e_homo_ev": -9.9, "relative_energy_ev": 3.440, "symbols": ["O", "C", "H", "C", "H", "H", "C", "F", "O"], "coordinates": [[2.05, 0.80, -0.45], [-2.08, 0.24, -0.13], [2.46, -0.81, 1.00], [1.07, 0.86, 0.33], [-1.59, 0.74, 0.68], [1.32, -1.23, -0.50], [1.75, -0.50, 0.20], [-3.38, -0.16, 0.06], [-1.59, 0.05, -1.21]], "nbo_charge": [-0.4007, 0.7136, 0.2049, 0.2988, 0.1510, 0.2114, -0.3110, -0.3491, -0.5189]}


{"formula": "C31H25ClEuN6OS", "method": "the ωB97M-V functional and the def2-TZVPD basis", "e_tot_ha": -3168.69787, "max_force_ev_per_a": 4.69, "e_lumo_ev": [-0.29, -0.15], "homo_lumo_gap_ev": [3.4751, 4.3703], "s_squared": 15.793, "e_homo_ev": [-3.8, -4.5], "spin_multiplicity": 8, "symbols": ["C", "O", "C", "H", "H", "N", "H", "N", "H", "H", "H", "H", "C", "C", "C", "C", "N", "H", "C", "H", "H", "H", "N", "H", "C", "C", "C", "H", "N", "C", "C", "C", "H", "H", "C", "C", "C", "H", "C", "C", "C", "C", "N", "C", "H", "H", "H", "C", "C", "H", "Cl", "H", "H", "H", "S", "C", "H", "C", "Eu", "C", "C", "C", "C", "H", "C", "C"], "coordinates": [[1.32, 4.05, -0.29], [0.21, 0.17, -2.05], [-1.37, -2.42, 1.76], [3.34, -3.21, 0.23], [2.68, -2.06, -1.84], [-0.77, -1.74, -0.41], [1.19, -4.08, -5.82], [-2.44, 0.85, 1.72], [-3.84, -0.71, 1.80], [0.71, -2.44, -7.59], [-0.01, -0.26, 3.88], [2.05, 0.04, -3.02], [2.58, -0.18, 1.55], [-0.64, -1.09, 3.56], [0.18, -0.89, -6.22], [1.41, 6.31, 0.58], [-0.61, -1.34, 2.23], [0.24, 6.77, 2.32], [0.39, 3.74, 0.70], [-1.35, -1.55, 5.52], [-2.98, -4.04, -0.01], [2.20, 1.59, 0.38], [-0.93, 4.13, 2.45], [1.62, 3.32, -1.02], [-0.09, -1.16, -2.50], [-1.12, 2.86, 1.99], [2.92, -1.53, 1.49], [-2.69, -4.04, 2.31], [-0.31, 2.57, 0.95], [0.59, -2.17, -6.56], [0.01, -0.54, -4.90], [-2.12, -3.21, 2.69], [1.73, 1.53, -2.09], [2.49, 5.61, -1.13], [0.52, 6.01, 1.60], [0.83, -3.10, -5.56], [2.26, 0.50, 0.37], [-0.01, -0.16, -7.00], [-1.37, -1.80, 4.47], [2.63, -1.53, -0.90], [-2.14, 1.97, 2.46], [-1.36, -2.68, 0.38], [-0.57, -2.04, -1.71], [-1.92, -3.94, -0.22], [1.80, 7.31, 0.48], [0.79, -3.50, -3.45], [-0.31, 0.46, -4.64], [3.00, -2.19, 0.26], [-2.13, -2.90, 4.01], [-1.40, -4.81, 0.16], [3.34, -2.36, 2.94], [-1.78, -3.90, -1.30], [-2.73, -3.47, 4.71], [-2.91, 2.88, 4.33], [-4.09, 0.84, 3.69], [-2.94, 2.12, 3.58], [-1.42, 4.57, 3.21], [1.80, 5.34, -0.35], [-0.37, 0.20, 0.51], [-3.43, 0.19, 2.24], [1.63, 0.44, -2.09], [0.62, -2.77, -4.23], [0.01, 4.73, 1.64], [2.65, 0.35, 2.49], [0.19, -1.49, -3.89], [2.24, -0.19, -0.87]], "mulliken_spin": [-0.0134, 0.0231, -0.0286, 0.0009, 0.0014, 0.0137, -0.0001, 0.2648, -0.0089, -0.0001, 0.0106, -0.0003, -0.0153, 0.0089, 0.0000, -0.0052, -0.0218, 0.0007, -0.0087, 0.0090, 0.0003, -0.0070, 0.0065, 0.0043, -0.0038, 0.0788, -0.0030, -0.0019, -0.0083, -0.0008, -0.0008, -0.0032, -0.0045, 0.0014, 0.0101, 0.0005, 0.0494, 0.0000, -0.0113, 0.0030, -0.0089, 0.0353, -0.0068, -0.0057, 0.0001, 0.0000, -0.0002, 0.0021, -0.0063, 0.0010, 0.0010, 0.0004, 0.0038, -0.0075, 0.1069, -0.0256, 0.0007, 0.0065, 6.0637, 0.4947, 0.0019, -0.0016, 0.0015, 0.0045, -0.0016, -0.0002]}


{"formula": "C6H12FNO2", "method": "the ωB97M-V functional and the def2-TZVPD basis", "e_tot_ha": -540.80196, "max_force_ev_per_a": 5.04, "e_lumo_ev": 0.67, "homo_lumo_gap_ev": 8.3622, "e_homo_ev": -7.7, "relative_energy_ev": 3.399, "symbols": ["H", "H", "H", "H", "C", "F", "H", "H", "H", "H", "H", "C", "H", "C", "C", "O", "C", "C", "N", "O", "H", "H"], "coordinates": [[1.81, -1.94, -2.07], [-2.31, 1.93, -0.39], [0.26, -1.51, -2.32], [-0.66, 1.58, -1.01], [-1.63, 1.29, -0.76], [1.51, -2.17, 0.49], [-0.39, 0.45, 2.11], [1.34, -0.25, -2.09], [-1.34, -1.45, -0.47], [-0.86, -1.35, 1.34], [-1.99, 1.63, 2.03], [-1.01, -0.94, 0.38], [-0.34, 2.01, 1.27], [-1.05, 1.16, 1.51], [1.08, -1.04, -0.20], [1.71, 1.16, -0.42], [1.75, 0.15, 0.23], [1.15, -1.24, -1.71], [-1.40, 0.32, 0.34], [2.40, 0.08, 1.42], [-1.96, 0.74, -1.55], [1.90, -0.59, 1.87]], "nbo_charge": [0.2227, 0.2010, 0.1945, 0.2278, -0.3909, -0.3871, 0.1962, 0.2443, 0.2076, 0.2097, 0.2105, -0.0530, 0.2257, -0.4370, 0.1146, -0.6174, 0.6860, -0.6707, -0.3923, -0.6665, 0.1947, 0.4796]}